The following is a DFT calculation (the ωB97M-V functional and the def2-TZVPD basis) of a structure of composition C30H45NOPRu.

Calculated values
HOMO energy (alpha / beta)	-5.458 / -6.984	eV
energy relative to the best compared isomer or geometry (same formula, charge and spin)	15.897	eV
2S+1	6
DFT total energy	-1735.45247	hartree

CARTESIAN COORDINATES (ANGSTROEM)
C (0.4314, -1.6683, 0.6709)
C (-0.8812, -1.8906, 0.1864)
C (-0.7818, -2.2635, -1.1696)
H (-1.7928, -1.7924, 0.7513)
C (0.5833, -2.2640, -1.5202)
C (1.3406, -1.8972, -0.3891)
H (2.4131, -1.8120, -0.3373)
H (0.6920, -1.3816, 1.6749)
H (-1.6016, -2.4803, -1.8300)
H (0.9744, -2.4552, -2.5070)
C (-0.9560, 2.1074, -0.6348)
C (-0.6208, 1.6172, 0.6380)
C (0.7835, 1.4456, 0.6864)
H (-1.3133, 1.3824, 1.4292)
C (1.3204, 1.8333, -0.5627)
C (0.2361, 2.2357, -1.3787)
H (0.2960, 2.5455, -2.4088)
H (-1.9486, 2.3003, -1.0014)
H (1.3478, 1.0882, 1.5302)
H (2.3636, 1.8398, -0.8316)
Ru (0.0112, -0.0463, -0.9247)
O (-0.2994, -0.1981, -4.9141)
C (-1.4002, -0.9652, -5.3911)
C (-0.1226, -0.9638, -6.1106)
H (-1.6765, -1.8190, -4.7798)
H (-2.2268, -0.3909, -5.7973)
H (0.5150, -1.8349, -5.9835)
H (0.8142, -1.9526, -8.4213)
C (0.5483, -0.9055, -8.5010)
C (0.0639, -0.2308, -7.3835)
C (-0.2566, 1.1194, -7.4940)
H (-0.6035, 1.6505, -6.6182)
C (-0.1042, 1.7779, -8.7038)
H (-0.3503, 2.8291, -8.7763)
C (0.3684, 1.0970, -9.8177)
H (0.4884, 1.6138, -10.7606)
C (0.6962, -0.2472, -9.7124)
H (1.0740, -0.7829, -10.5732)
C (-1.2822, -2.9848, 2.5559)
C (-1.4319, -1.2835, 2.5831)
C (-3.0766, -0.9183, 2.3981)
C (-1.5043, -1.5349, 4.1922)
P (0.2240, -0.5046, 2.5862)
N (-0.8788, -0.2876, 1.6802)
C (-0.4605, 1.2102, 3.8064)
C (0.0758, 1.1588, 5.2906)
C (-0.1526, 2.7044, 3.3071)
C (-2.0322, 1.4694, 4.0104)
C (1.8799, 0.2743, 2.5893)
C (3.0019, -0.3523, 1.5858)
C (2.6498, 1.6577, 3.1191)
C (2.3493, -0.6304, 3.8284)
H (-2.1249, -3.5382, 3.0385)
H (-0.3157, -3.3376, 2.9913)
H (-1.3123, -3.5998, 1.6361)
H (-3.6640, -1.8606, 2.4076)
H (-3.5600, -0.3258, 3.1826)
H (-3.3126, -0.4224, 1.4296)
H (-0.5926, -2.0036, 4.6474)
H (-1.6336, -0.7554, 4.8852)
H (-2.3861, -2.1316, 4.5374)
H (1.1378, 1.3407, 5.4468)
H (-0.3865, 1.9584, 5.9102)
H (-0.1257, 0.2197, 5.8293)
H (-0.8439, 3.1022, 2.5421)
H (-0.3233, 3.4285, 4.1356)
H (0.7984, 3.0303, 2.9350)
H (-2.5791, 1.6354, 3.0651)
H (-2.6603, 0.8500, 4.6596)
H (-2.2138, 2.4131, 4.5754)
H (2.9670, 0.0511, 0.5589)
H (4.0424, -0.1149, 1.8969)
H (3.0121, -1.4614, 1.5913)
H (2.3360, 2.1098, 4.0600)
H (3.7324, 1.4916, 3.3078)
H (2.7118, 2.4514, 2.3402)
H (1.8338, -0.4894, 4.7810)
H (2.2472, -1.7305, 3.6496)
H (3.4276, -0.5270, 4.0932)

The following is a DFT calculation (the ωB97M-V functional and the def2-TZVPD basis) of a cluster of 8 separate species, C30H46BCl2N6O8 in total.

Calculated values
HOMO energy	-7.497	eV
DFT total energy	-3046.58195	hartree
charge	-1

CARTESIAN COORDINATES (ANGSTROEM)
O (29.0127, -7.9461, 13.5972)
C (28.5472, -7.8260, 12.4418)
O (27.3133, -8.2452, 12.0299)
B (27.1674, -7.8718, 10.6496)
O (28.3178, -7.0687, 10.3156)
C (29.2377, -7.2445, 11.1958)
O (30.4314, -7.0109, 11.0686)
O (25.9067, -7.1537, 10.4435)
C (25.1948, -7.7052, 9.4151)
O (24.1432, -7.2416, 8.8811)
C (25.9630, -8.9960, 8.9519)
O (27.0710, -9.0454, 9.7518)
O (25.7337, -9.6921, 7.9351)
C (33.7538, -11.3046, 8.6229)
C (32.4166, -10.9229, 7.9460)
C (32.5263, -10.0285, 6.6957)
C (33.0151, -8.6160, 6.9863)
N (33.4272, -7.5824, 7.2331)
H (34.0881, -12.2542, 8.2051)
H (33.6911, -11.3764, 9.7087)
H (34.5326, -10.5567, 8.4739)
H (31.7062, -10.7428, 8.7528)
H (31.9274, -11.8352, 7.6046)
H (31.4874, -9.9537, 6.3744)
H (33.0471, -10.5772, 5.9111)
C (28.1231, -14.6001, 15.9665)
C (29.1653, -13.6497, 15.4429)
C (30.5718, -14.1523, 15.0940)
C (30.6026, -15.2679, 14.1614)
N (30.6413, -16.1225, 13.4036)
H (27.9895, -15.4088, 15.2480)
H (27.1286, -14.1662, 16.0704)
H (28.3747, -14.8807, 16.9893)
H (29.3312, -12.8889, 16.2056)
H (28.6472, -13.2195, 14.5858)
H (31.1843, -14.4957, 15.9277)
H (31.1164, -13.4492, 14.4639)
C (26.4981, -0.1200, 6.0864)
C (26.0418, -0.8176, 7.3384)
C (26.8885, -1.9624, 7.9371)
C (28.3590, -1.9232, 7.7386)
N (29.5163, -1.8638, 7.6605)
H (27.2594, 0.6468, 6.2294)
H (25.6052, 0.2281, 5.5671)
H (26.7856, -0.8235, 5.3051)
H (25.0794, -1.2545, 7.0717)
H (25.6982, -0.1419, 8.1216)
H (26.6148, -2.9050, 7.4632)
H (26.6851, -1.9780, 9.0079)
C (31.1432, -4.4014, 19.7734)
C (32.4322, -5.2448, 19.9918)
C (33.6299, -4.3724, 20.3066)
C (34.3772, -4.8804, 21.4698)
N (34.8701, -5.2908, 22.4186)
H (30.9526, -3.9730, 20.7574)
H (30.1857, -4.8844, 19.5784)
H (31.2620, -3.6282, 19.0144)
H (32.6272, -5.7490, 19.0453)
H (32.2096, -6.0188, 20.7262)
H (33.3529, -3.3940, 20.6991)
H (34.3660, -4.1686, 19.5289)
C (18.6221, -7.9025, 1.3670)
C (19.8996, -8.2260, 2.2787)
C (21.0978, -7.3421, 1.9918)
C (21.8460, -7.7746, 0.7950)
N (22.4674, -8.1434, -0.1480)
H (17.8391, -8.6569, 1.4442)
H (18.9146, -7.8329, 0.3192)
H (18.1487, -6.9376, 1.5486)
H (20.2321, -9.2573, 2.1607)
H (19.5461, -8.2313, 3.3098)
H (21.7991, -7.5214, 2.8067)
H (21.0431, -6.2694, 1.8060)
C (18.5782, -2.2129, 7.6344)
C (17.9184, -3.2850, 8.3390)
C (16.4085, -3.0514, 8.4346)
C (15.6585, -3.0451, 7.1866)
N (15.0976, -2.9646, 6.1848)
H (18.3310, -2.1527, 6.5745)
H (19.6473, -2.3214, 7.8174)
H (18.3742, -1.3055, 8.2027)
H (18.3121, -3.3889, 9.3501)
H (17.9680, -4.2065, 7.7590)
H (16.1236, -2.1377, 8.9563)
H (16.0083, -3.8547, 9.0533)
Cl (22.5625, -4.0395, 13.6766)
C (21.9469, -4.8485, 15.0864)
C (22.9711, -5.8570, 15.7538)
Cl (22.0717, -6.4481, 17.1796)
H (21.0326, -5.3817, 14.8258)
H (21.6076, -4.0374, 15.7307)
H (23.9326, -5.4267, 16.0340)
H (23.1570, -6.7834, 15.2104)

The following is a DFT calculation (the ωB97M-V functional and the def2-TZVPD basis) of a structure of composition C30H46BN7O2S3Ti.

Calculated values
HOMO energy	-7.013	eV
energy relative to the best compared isomer or geometry (same formula, charge and spin)	0.000	eV
DFT total energy	-3773.59639	hartree

CARTESIAN COORDINATES (ANGSTROEM)
Ti (2.0134, 1.9790, -2.2220)
C (-0.2412, -2.4027, -4.8034)
C (-0.1642, -2.1743, -3.3298)
C (-0.4469, -3.1364, -2.4134)
C (-0.3357, -2.8591, -1.0262)
N (-0.0032, -1.6734, -0.6097)
N (0.2777, -0.7256, -1.5074)
B (0.6543, 0.6844, -0.9402)
N (-0.6762, 1.3987, -0.5323)
N (-1.7822, 0.6711, -0.3751)
C (-2.8466, 1.2444, 0.1093)
C (-2.8306, 2.6090, 0.4923)
C (-1.7035, 3.3530, 0.3414)
C (-1.6122, 4.7917, 0.7284)
C (-0.5699, 2.6990, -0.2299)
S (0.9146, 3.4867, -0.5243)
C (-4.0988, 0.3958, 0.2619)
C (-4.5840, 0.4575, 1.7158)
C (-5.1844, 0.9516, -0.6695)
C (-3.8089, -1.0589, -0.1009)
N (1.4223, 0.3840, 0.3931)
N (0.7775, 0.5423, 1.5467)
C (1.3788, 0.2152, 2.6543)
C (2.6905, -0.3173, 2.6396)
C (3.3537, -0.4804, 1.4632)
C (4.7437, -1.0160, 1.3738)
C (2.6679, -0.0936, 0.2726)
S (3.3330, -0.2133, -1.2922)
C (0.6116, 0.4069, 3.9528)
C (0.4321, -0.9620, 4.6226)
C (1.4059, 1.3392, 4.8763)
C (-0.7625, 1.0189, 3.6842)
C (0.2595, -0.9036, -2.8290)
S (0.7665, 0.3783, -3.8276)
C (-0.5684, -3.9345, 0.0228)
C (-0.4491, -3.3500, 1.4295)
C (0.4931, -5.0279, -0.1603)
C (-1.9659, -4.5408, -0.1604)
H (-0.5959, -3.4089, -5.0211)
H (0.7395, -2.2572, -5.2592)
H (-0.9078, -1.6748, -5.2681)
H (-0.7446, -4.1237, -2.7444)
H (-3.7220, 3.0621, 0.9084)
H (-2.5579, 5.1447, 1.1366)
H (-1.3375, 5.3991, -0.1353)
H (-0.8225, 4.9359, 1.4679)
H (-4.8396, 1.4731, 2.0221)
H (-3.8200, 0.0793, 2.3980)
H (-5.4789, -0.1565, 1.8315)
H (-5.4285, 1.9880, -0.4290)
H (-6.0975, 0.3609, -0.5735)
H (-4.8577, 0.9123, -1.7100)
H (-3.0221, -1.4648, 0.5365)
H (-3.4760, -1.1561, -1.1345)
H (-4.7148, -1.6535, 0.0352)
H (3.1722, -0.5886, 3.5709)
H (5.1340, -1.2499, 2.3631)
H (5.3927, -0.2854, 0.8884)
H (4.7680, -1.9128, 0.7527)
H (1.3916, -1.4275, 4.8559)
H (-0.1250, -1.6397, 3.9723)
H (-0.1204, -0.8501, 5.5574)
H (2.3870, 0.9303, 5.1237)
H (0.8625, 1.4863, 5.8115)
H (1.5530, 2.3139, 4.4078)
H (-1.3562, 0.3851, 3.0240)
H (-0.6728, 1.9960, 3.2076)
H (-1.2937, 1.1385, 4.6307)
H (0.5428, -2.9290, 1.6005)
H (-0.6263, -4.1389, 2.1635)
H (-1.1738, -2.5499, 1.5892)
H (1.4970, -4.6155, -0.0427)
H (0.4303, -5.4933, -1.1457)
H (0.3532, -5.8105, 0.5878)
H (-2.7400, -3.7810, -0.0454)
H (-2.1335, -5.3165, 0.5890)
H (-2.0837, -5.0001, -1.1434)
N (3.6296, 1.6604, -3.7905)
C (4.4933, 2.8488, -3.7267)
C (4.5513, 3.3756, -2.2903)
O (5.4212, 4.1442, -1.9547)
O (3.5768, 2.9420, -1.5325)
H (4.1662, 0.8223, -3.5954)
H (3.2222, 1.5437, -4.7107)
H (4.0454, 3.6337, -4.3370)
H (5.5053, 2.6732, -4.0901)
C (1.2133, 3.3245, -3.6622)
H (1.3760, 3.0513, -4.7111)
H (1.6315, 4.3228, -3.4901)
H (0.1308, 3.3997, -3.5158)

The following is a DFT calculation (the ωB97M-V functional and the def2-TZVPD basis) of a structure of composition C30H46BrCuN3P2.

Calculated values
HOMO energy (alpha / beta)	-12.755 / -12.760	eV
energy relative to the best compared isomer or geometry (same formula, charge and spin)	2.444	eV
2S+1	2
DFT total energy	-6231.51116	hartree
charge	+2

CARTESIAN COORDINATES (ANGSTROEM)
N (-5.8132, 4.2454, -3.9237)
C (-5.6688, 4.4981, -2.6270)
C (-4.8748, 3.7042, -1.7971)
C (-4.1257, 2.6141, -2.3347)
C (-4.3385, 2.3603, -3.7221)
C (-5.1831, 3.2049, -4.4614)
C (-3.1688, 1.9037, -1.5035)
Cu (-1.0896, 0.2015, -0.3823)
P (4.1159, -0.7304, 0.7765)
C (-2.1640, 1.0072, -1.9105)
C (-0.7541, 1.4177, -1.7874)
C (0.1510, 1.4182, -2.8876)
C (1.2364, 2.2776, -2.8989)
C (1.6344, 2.8860, -1.6988)
C (0.7127, 2.9957, -0.6344)
C (-0.4424, 2.2082, -0.6208)
Br (3.4157, 3.1449, -1.4031)
H (-3.1980, 2.1878, -0.4577)
H (-2.3981, 0.2278, -2.6175)
H (-4.7834, 3.9664, -0.7509)
H (-3.8326, 1.5699, -4.2741)
H (-6.2034, 5.3565, -2.2117)
H (-5.3941, 3.0380, -5.5241)
H (-0.0038, 0.7990, -3.7674)
H (-1.2187, 2.4028, 0.1252)
H (1.8292, 2.4453, -3.7806)
H (0.8453, 3.7377, 0.1312)
P (-0.6104, -2.1710, -0.0483)
C (4.6694, 1.0128, 1.0057)
C (5.9342, 1.2512, 0.1719)
H (4.8735, 1.2089, 2.0634)
H (3.8600, 1.6829, 0.6890)
H (6.1929, 2.3119, 0.1590)
H (6.7849, 0.7194, 0.6049)
H (5.8496, 0.9232, -0.8706)
C (3.3462, -0.6032, -0.8772)
C (3.9805, -1.5884, -1.8691)
H (3.4925, 0.4308, -1.2272)
H (2.2658, -0.7637, -0.7807)
H (3.4257, -1.5934, -2.8160)
H (5.0232, -1.3361, -2.1154)
H (3.9761, -2.6157, -1.4794)
C (3.0062, -1.1593, 2.1661)
C (3.7310, -1.8199, 3.3677)
H (2.2359, -1.8442, 1.7722)
H (2.5112, -0.2349, 2.4921)
H (3.0321, -2.4553, 3.9271)
H (4.5775, -2.4487, 3.0652)
H (4.1135, -1.0744, 4.0770)
C (-0.3141, -3.6937, 1.0743)
C (-1.4513, -4.7183, 1.2455)
H (-0.0234, -3.2726, 2.0540)
H (0.5676, -4.2367, 0.6832)
H (-2.3314, -4.2830, 1.7428)
H (-1.7548, -5.1633, 0.2819)
H (-1.1210, -5.5596, 1.8747)
C (0.4223, -2.8349, -1.4700)
C (0.0726, -2.2936, -2.8605)
H (0.3236, -3.9376, -1.4862)
H (1.4827, -2.6191, -1.2150)
H (-0.9607, -2.5506, -3.1496)
H (0.1942, -1.1996, -2.9392)
H (0.7278, -2.7654, -3.6111)
C (-2.3311, -2.5399, -0.4913)
C (-3.2917, -2.2008, 0.6612)
H (-2.4001, -3.5868, -0.7828)
H (-2.5459, -1.9604, -1.3877)
H (-4.1203, -1.5889, 0.3010)
H (-3.7416, -3.0918, 1.1056)
H (-2.8297, -1.6379, 1.4863)
N (-1.8419, -1.0493, 3.5532)
C (-1.2913, 0.2213, 3.5908)
C (-1.5340, 1.0717, 4.6908)
C (-0.7090, 2.1733, 4.8625)
C (0.2329, 2.4451, 3.8755)
C (0.1914, 1.6873, 2.7010)
N (-0.5376, 0.5674, 2.5350)
H (-1.2407, -1.7417, 3.1128)
H (-2.1209, -1.3652, 4.4877)
H (-2.3281, 0.8099, 5.3815)
H (-0.7651, 2.7898, 5.7490)
H (1.0002, 3.2162, 3.9665)
H (0.8132, 1.9872, 1.8435)

The following is a DFT calculation (the ωB97M-V functional and the def2-TZVPD basis) of a structure of composition C30H46ClCsNO7PS.

Calculated values
HOMO energy	-2.199	eV
energy relative to the best compared isomer or geometry (same formula, charge and spin)	2.541	eV
DFT total energy	-2971.85708	hartree
charge	-2

CARTESIAN COORDINATES (ANGSTROEM)
Cs (-3.3460, 2.2661, 0.5673)
C (1.7613, 5.2035, -2.0884)
C (2.4735, 4.6008, -0.8715)
C (3.9891, 4.6210, -1.0944)
C (2.0421, 3.1864, -0.5375)
C (1.9233, 2.7647, 0.7751)
C (1.7339, 1.4290, 1.1390)
C (1.5691, 1.2255, 2.6501)
C (2.0073, -0.1051, 3.2685)
C (0.1166, 1.5628, 3.0214)
C (1.6152, 0.4619, 0.1173)
C (1.5962, 0.9071, -1.2214)
C (1.8291, 2.2396, -1.5255)
C (1.3893, -0.0570, -2.3742)
C (2.6919, -0.3141, -3.1384)
C (0.2810, 0.4285, -3.3139)
C (1.9181, -1.0150, 0.3253)
C (3.3051, -1.2261, 0.4389)
C (3.8697, -2.4822, 0.5342)
C (3.0389, -3.5918, 0.4924)
C (1.6746, -3.4053, 0.3707)
C (1.0677, -2.1430, 0.2975)
P (-0.7920, -2.0122, 0.0780)
C (-1.5060, -2.7615, 1.7005)
C (-2.9512, -3.2378, 1.5014)
C (-1.5897, -1.5698, 2.6602)
C (-0.7011, -3.8629, 2.3897)
C (-1.1537, -3.2904, -1.3101)
C (-1.1047, -4.7957, -1.0033)
C (-2.5847, -2.9241, -1.7525)
C (-0.2315, -3.0476, -2.5092)
H (1.8703, 6.2914, -2.0921)
H (0.7015, 4.9625, -2.0920)
H (2.1994, 4.8249, -3.0187)
H (2.2582, 5.2200, 0.0032)
H (4.2504, 3.9716, -1.9351)
H (4.5236, 4.2592, -0.2115)
H (4.3382, 5.6333, -1.3213)
H (2.0154, 3.5000, 1.5716)
H (2.1997, 1.9859, 3.1179)
H (1.4562, -0.9547, 2.8744)
H (1.8331, -0.0648, 4.3472)
H (3.0696, -0.2952, 3.1011)
H (-0.5808, 0.9561, 2.4471)
H (-0.1254, 2.5973, 2.7726)
H (-0.0592, 1.3974, 4.0884)
H (1.8572, 2.5441, -2.5682)
H (1.0703, -1.0013, -1.9520)
H (3.0642, 0.6141, -3.5840)
H (2.5253, -1.0402, -3.9420)
H (3.4657, -0.7076, -2.4729)
H (0.5928, 1.3155, -3.8715)
H (-0.6168, 0.6892, -2.7490)
H (0.0262, -0.3473, -4.0423)
H (3.9460, -0.3509, 0.4412)
H (4.9441, -2.5933, 0.6245)
H (3.4494, -4.5940, 0.5493)
H (1.0460, -4.2800, 0.3329)
H (-3.5524, -2.5121, 0.9544)
H (-3.4082, -3.3561, 2.4918)
H (-3.0298, -4.2022, 0.9990)
H (-2.2655, -0.7897, 2.2862)
H (-0.6056, -1.1429, 2.8491)
H (-1.9912, -1.9151, 3.6205)
H (-0.6542, -4.7808, 1.7974)
H (-1.2020, -4.1070, 3.3346)
H (0.3158, -3.5506, 2.6274)
H (-1.5946, -5.0621, -0.0717)
H (-0.0830, -5.1818, -0.9826)
H (-1.6280, -5.3233, -1.8104)
H (-3.3328, -3.1028, -0.9771)
H (-2.8583, -3.5144, -2.6368)
H (-2.6497, -1.8650, -2.0105)
H (0.8272, -3.1578, -2.2624)
H (-0.3951, -2.0567, -2.9360)
H (-0.4740, -3.7817, -3.2868)
O (-4.7040, 4.0563, 1.7074)
Cl (-5.4602, 5.0400, 0.9610)
O (-4.5583, 5.9488, 0.3028)
O (-6.3155, 5.7759, 1.8703)
O (-6.2685, 4.3572, -0.0246)
O (-5.4791, -1.7521, -0.1414)
C (-5.0754, -0.5753, -0.0136)
O (-3.9927, -0.1440, 0.4682)
H (-5.7746, 0.2185, -0.3889)
O (-1.6629, 3.9052, 1.6669)
S (-1.6700, 4.8026, 0.4633)
N (-1.7098, 4.1805, -0.8631)

Number 1: strongest force on any atom 16.50 eV Å⁻¹. Number 2: strongest force on any atom 5.12 eV Å⁻¹. Number 3: strongest force on any atom 0.14 eV Å⁻¹. Number 4: strongest force on any atom 3.90 eV Å⁻¹. Number 5: strongest force on any atom 2.51 eV Å⁻¹.